Entry 1:
98
Properties=species:S:1:pos:R:3:lowdin_charge:R:1 method="wB97M-V/def2-TZVPD" largest_force_ev_per_a=8.58 multiplicity=1 e_homo_ev=-9.975 energy_ha=-5080.431651
C 0.0952 -1.5723 -3.0664 -0.0380
O -0.6216 -0.5916 -2.2936 0.0330
B -0.2034 -0.6327 -0.9887 -0.6560
O -0.0018 -1.8933 -0.4540 0.1524
C -0.0082 0.6692 -0.0625 -0.1211
C 1.0339 1.7117 -0.5437 -0.2750
C 2.5107 1.3532 -0.2923 -0.5863
Cl 3.5280 2.8533 -0.1089 0.6762
C 2.8237 0.5688 1.0040 -0.7419
C 2.6052 -0.9399 0.9492 -0.0925
Cl 2.1078 1.3399 2.4522 0.6895
C 0.7113 2.1584 -2.0022 -0.2514
C 1.5852 3.3152 -2.5261 -0.1530
C 1.2777 3.7878 -3.9639 -0.4109
C 0.7666 2.7028 -4.9152 -0.0278
O 2.4582 4.3697 -4.5301 -0.0426
S -1.0243 2.7302 -1.9538 0.7028
O -1.8762 1.9527 -2.8021 -0.2726
O -1.1086 4.1198 -2.2641 -0.2267
O -1.5433 2.6300 -0.4297 -0.1844
C -1.4511 1.3016 0.0696 -0.3096
P -2.0549 1.3664 1.8227 0.4846
O -1.6076 2.5882 2.4693 -0.2287
O -3.6624 1.4179 1.7246 -0.0958
O -1.6479 0.0180 2.6074 -0.0915
H 0.0755 -1.3086 -4.1256 0.0984
H -0.3612 -2.5604 -2.9780 0.0958
H 1.1502 -1.6296 -2.7786 0.0955
H -0.1074 -1.8249 0.5000 0.0857
H 0.2089 0.2816 0.9359 0.0750
H 0.8525 2.6173 0.0524 0.1405
H 2.9479 0.8300 -1.1475 0.1211
H 3.8954 0.7056 1.1414 0.0709
H 3.4573 -1.4962 1.3441 0.0903
H 2.4498 -1.3182 -0.0652 0.0792
H 1.7401 -1.2695 1.5281 0.0690
H 0.8317 1.3369 -2.7081 0.1198
H 1.4699 4.1624 -1.8500 0.1243
H 2.6099 2.9334 -2.5452 0.0893
H 0.5640 4.6101 -3.9347 0.1323
H -0.2975 2.5036 -4.7541 0.0736
H 0.9390 2.9600 -5.9580 0.0862
H 1.2803 1.7541 -4.7045 0.0797
H 3.2258 3.8384 -4.2985 0.0819
H -2.1832 0.6943 -0.4900 0.1317
H -3.9815 0.8034 1.0476 0.0842
H -1.5856 -0.6890 1.9480 0.0710
C 7.5937 -0.6237 7.7217 -0.1073
O 7.1696 -0.2275 6.4004 -0.2297
P 5.8486 0.7878 6.2850 0.5505
O 5.4324 0.5035 4.8894 -0.2657
O 6.7516 2.1305 6.4396 -0.2627
C 7.7445 2.4075 5.4549 -0.1053
O 4.5623 1.5184 6.9658 -0.2580
C 3.8034 2.3772 6.1148 -0.1017
H 8.4806 -1.2436 7.6195 0.0863
H 7.8393 0.2521 8.3280 0.0869
H 6.8139 -1.2042 8.2154 0.0832
H 7.4926 1.9570 4.4947 0.0847
H 8.7154 2.0390 5.7895 0.0832
H 7.8019 3.4885 5.3410 0.0878
H 3.1400 1.7913 5.4827 0.0682
H 4.4525 3.0020 5.5035 0.0895
H 3.2007 3.0155 6.7590 0.0941
C 1.8081 -7.4710 0.9519 -0.1137
O 0.8024 -6.6376 1.5660 -0.2440
P -0.2772 -5.8220 0.5546 0.6463
O -0.6413 -4.8247 1.6180 -0.2859
O -1.2812 -7.1023 0.4913 -0.2676
C -1.7477 -7.6749 1.7125 -0.1010
O -1.1025 -5.0893 -0.6745 -0.2841
C -2.3474 -4.4863 -0.2623 -0.1026
H 2.3823 -7.9456 1.7436 0.0881
H 1.3455 -8.2457 0.3342 0.0845
H 2.4821 -6.8694 0.3415 0.0807
H -1.7563 -6.9419 2.5196 0.0892
H -1.1208 -8.5218 1.9932 0.0851
H -2.7608 -8.0330 1.5388 0.0914
H -2.1722 -3.5231 0.2075 0.0652
H -2.8957 -5.1434 0.4098 0.0864
H -2.9379 -4.3286 -1.1647 0.0966
C -8.5316 0.2758 -5.5242 -0.1098
O -8.0959 0.5101 -4.1695 -0.2315
P -6.6259 1.2744 -3.9534 0.5457
O -6.3176 0.8362 -2.5677 -0.2686
O -7.2835 2.7591 -4.0402 -0.2627
C -8.2498 3.1412 -3.0649 -0.1070
O -5.2150 1.8061 -4.5514 -0.2498
C -4.3484 2.4746 -3.6174 -0.0966
H -9.5143 -0.1876 -5.4873 0.0858
H -8.6022 1.2168 -6.0762 0.0866
H -7.8440 -0.3984 -6.0360 0.0824
H -8.1127 2.5966 -2.1305 0.0847
H -9.2566 2.9654 -3.4474 0.0825
H -8.1275 4.2070 -2.8807 0.0877
H -3.8387 1.7523 -3.0113 0.0529
H -4.9128 3.1669 -2.9912 0.0974
H -3.6198 3.0336 -4.1977 0.0938



Entry 2:
62
Properties=species:S:1:pos:R:3:nbo_charge:R:1 method="wB97M-V/def2-TZVPD" largest_force_ev_per_a=0.61 multiplicity=1 e_homo_ev=-9.237 energy_ha=-1269.271889
C 1.7509 -3.2539 -0.7951 -0.6122
C 2.0119 -3.7299 0.6292 -0.3978
C 0.7344 -4.0772 1.3960 -0.3872
C -0.2355 -2.9104 1.5872 -0.3906
C 0.3335 -1.7890 2.4524 -0.4216
C -0.6528 -0.6299 2.5735 -0.3854
C -0.1442 0.5213 3.4422 -0.4018
C 1.1540 1.1463 2.9226 -0.2266
N 1.0457 1.5156 1.5309 -0.6256
C 1.7618 0.9357 0.5628 0.6913
O 2.6555 0.1259 0.7381 -0.6617
C 1.3602 1.3917 -0.8445 -0.1473
C 1.6265 2.9000 -1.0483 -0.3981
C 0.4854 3.5531 -1.8248 -0.5222
C -0.8115 3.4084 -1.0646 0.8288
O -0.8961 3.2357 0.1306 -0.6491
O -1.8619 3.4612 -1.8737 -0.4910
C -3.1216 3.1184 -1.2953 -0.1102
C -3.1468 1.6796 -0.8404 0.0385
C -3.8698 1.3125 0.2860 -0.2407
C -3.8908 -0.0068 0.7021 -0.1951
C -3.1797 -0.9681 0.0039 -0.2224
C -2.4503 -0.6042 -1.1150 -0.1983
C -2.4372 0.7123 -1.5421 -0.2613
N 2.0724 0.5766 -1.7977 -0.6237
C 1.5641 0.2725 -3.0097 0.6893
C 2.3916 -0.7197 -3.7950 -0.7094
O 0.5369 0.7719 -3.4283 -0.6573
H 2.6939 -3.1591 -1.3300 0.2054
H 1.1207 -3.9629 -1.3295 0.1986
H 1.2622 -2.2829 -0.7944 0.2025
H 2.6380 -4.6254 0.5939 0.1980
H 2.5713 -2.9604 1.1618 0.2071
H 0.2141 -4.8766 0.8610 0.1944
H 1.0134 -4.4673 2.3783 0.1976
H -0.5147 -2.5029 0.6143 0.1938
H -1.1480 -3.2923 2.0542 0.1962
H 0.5678 -2.1779 3.4465 0.1913
H 1.2576 -1.4305 2.0033 0.2167
H -0.8828 -0.2501 1.5751 0.2036
H -1.5893 -0.9966 3.0015 0.2000
H 0.0302 0.1694 4.4606 0.2047
H -0.9157 1.2941 3.4784 0.2008
H 1.9853 0.4439 3.0034 0.2265
H 1.3912 2.0368 3.5151 0.1953
H 0.2875 2.1379 1.2702 0.4351
H 0.2868 1.1968 -0.9677 0.2345
H 2.5624 3.0202 -1.5948 0.2264
H 1.7316 3.3920 -0.0800 0.2211
H 0.6828 4.6151 -1.9837 0.2400
H 0.3598 3.0736 -2.7966 0.2661
H -3.3337 3.7852 -0.4523 0.1993
H -3.8504 3.2913 -2.0919 0.2092
H -4.4159 2.0630 0.8392 0.2095
H -4.4571 -0.2834 1.5791 0.2123
H -3.1907 -1.9959 0.3343 0.2168
H -1.8886 -1.3450 -1.6649 0.2175
H -1.8654 0.9854 -2.4178 0.2435
H 2.8463 0.0571 -1.3994 0.4276
H 2.0505 -0.7383 -4.8260 0.2377
H 2.2679 -1.7113 -3.3644 0.2353
H 3.4444 -0.4522 -3.7600 0.2243



Entry 3:
85
Properties=species:S:1:pos:R:3:lowdin_charge:R:1 method="wB97M-V/def2-TZVPD" largest_force_ev_per_a=4.34 multiplicity=3 e_homo_ev="-5.946 / -5.947" s_squared=2.013 energy_ha=-6216.447476
V 0.8447 -0.6308 -0.4301 0.7314
C -2.3810 -0.2043 2.6037 -0.0309
C -1.8040 -1.4522 1.9573 -0.5682
O -2.3704 -2.6387 2.5011 -0.0326
P -0.0119 -1.5661 2.3755 0.5083
O 0.4172 -2.9247 1.6212 -0.1487
O -0.0343 -1.9789 3.9087 -0.0800
O 0.9464 -0.4662 2.1655 -0.2484
P -2.1140 -1.3597 0.1395 0.4440
O -1.9959 -2.9154 -0.2918 -0.1327
O -3.4313 -0.8546 -0.2205 -0.2239
O -0.8187 -0.7114 -0.4204 -0.4701
H -2.2513 -0.2327 3.6859 0.0978
H -3.4382 -0.1197 2.3571 0.1012
H -1.8610 0.6704 2.2071 0.0747
H -2.2305 -3.3551 1.8645 0.0902
H 1.3846 -2.9772 1.5140 0.0877
H -0.7987 -2.5238 4.1533 0.0958
H -2.7835 -3.1157 -0.8241 0.1157
O 4.0343 -0.2312 1.0671 0.1280
C 3.2764 0.2241 0.2552 -0.6312
O 2.5235 -0.5113 -0.5611 -0.2824
C 2.9911 1.6944 0.0558 -0.1693
P 1.1417 1.7627 0.2511 1.0883
C 0.9007 2.3779 1.9388 -0.3638
C 1.8457 2.2695 2.9526 -0.0831
C 1.5328 2.7118 4.2287 -0.0697
C 0.2795 3.2427 4.5012 -0.0727
C -0.6711 3.3355 3.4944 -0.0645
C -0.3652 2.8957 2.2171 -0.1246
C 0.7925 3.2131 -0.7978 -0.4011
C 0.6537 4.5095 -0.3159 -0.0824
C 0.3475 5.5374 -1.1947 -0.0745
C 0.1843 5.2777 -2.5473 -0.0722
C 0.3555 3.9924 -3.0369 -0.0822
C 0.6599 2.9645 -2.1633 -0.1874
H 3.2031 1.9631 -0.9802 0.1082
H 3.5505 2.3247 0.7395 0.1033
H 2.8118 1.8163 2.7693 0.1034
H 2.2709 2.6277 5.0157 0.1062
H 0.0446 3.5756 5.5041 0.1047
H -1.6545 3.7395 3.6987 0.1074
H -1.1053 2.9469 1.4214 0.0635
H 0.7738 4.7258 0.7368 0.1057
H 0.2217 6.5443 -0.8185 0.1075
H -0.0732 6.0822 -3.2235 0.1062
H 0.2272 3.7902 -4.0915 0.1098
H 0.7641 1.9466 -2.5256 0.0862
C 0.9562 -6.2127 -0.2662 -0.0604
C -0.0729 -5.1387 -0.5765 -0.2674
O 0.4269 -4.1576 -1.5008 -0.2291
P 1.3139 -2.8567 -1.2328 0.7686
O 1.9474 -2.7037 -2.6975 -0.2379
C 1.4301 -1.7245 -3.6192 -0.2600
C 0.0179 -2.0613 -4.0670 -0.0578
O 2.5386 -3.5359 -0.4390 -0.2662
C 3.9197 -3.1088 -0.4835 -0.2575
C 4.7857 -4.2949 -0.8580 -0.0555
H 0.4814 -7.0164 0.2966 0.0825
H 1.7805 -5.8087 0.3171 0.0625
H 1.3601 -6.6209 -1.1926 0.0860
H -0.4157 -4.6591 0.3340 0.0762
H -0.9311 -5.5871 -1.0771 0.1233
H 2.1253 -1.7309 -4.4562 0.1256
H 1.4448 -0.7336 -3.1441 0.0916
H -0.0253 -3.1030 -4.3832 0.0877
H -0.2843 -1.4169 -4.8910 0.0889
H -0.6801 -1.9173 -3.2387 0.0679
H 4.1887 -2.7169 0.4957 0.1121
H 4.0395 -2.3174 -1.2199 0.1074
H 4.6089 -5.1296 -0.1800 0.0785
H 5.8350 -4.0077 -0.7993 0.0833
H 4.5560 -4.6168 -1.8734 0.0823
C -3.2785 4.8669 0.2464 -0.3940
S -4.0339 3.4208 1.0489 0.7646
C -4.5998 2.5011 -0.3316 -1.0338
C -3.7982 1.9186 -1.2685 -1.1710
S -2.1011 1.9572 -1.3416 0.5773
S -4.6896 1.0483 -2.5179 0.8757
C -6.2830 1.2325 -1.8766 -1.5265
S -7.6313 0.5791 -2.5491 0.4744
S -6.3214 2.2219 -0.4548 0.8729
H -2.8468 5.4637 1.0497 0.0269
H -4.0466 5.4373 -0.2708 0.0377
H -2.5026 4.5373 -0.4401 -0.0155



Entry 4:
58
Properties=species:S:1:pos:R:3:nbo_charge:R:1 method="wB97M-V/def2-TZVPD" charge=-1 largest_force_ev_per_a=0.83 multiplicity=2 e_homo_ev="-2.029 / -4.292" s_squared=0.774 energy_ha=-2508.500358
Tl -0.8466 0.3467 0.1318 0.7702
C 0.8842 -3.1154 -0.1050 -0.2606
N 1.4008 -1.7666 0.0065 -0.4124
C 2.1856 -1.4195 -1.1656 -0.2585
C 1.3723 -1.0876 -2.4009 0.2445
C 2.0419 -0.6312 -3.5307 -0.2558
C 1.3079 -0.2453 -4.6334 -0.1391
C -0.0726 -0.3638 -4.5917 -0.2598
C -0.6475 -0.8590 -3.4394 0.0752
N 0.0507 -1.2241 -2.3603 -0.4722
C 2.1341 -1.5527 1.2564 -0.2489
C 2.4024 -0.0879 1.5211 0.2114
C 3.6276 0.4951 1.2362 -0.2637
C 3.7899 1.8583 1.4419 -0.1591
C 2.7378 2.5796 1.9703 -0.2521
C 1.5554 1.9090 2.2514 0.0734
N 1.3771 0.6131 2.0188 -0.4435
C -0.2257 -3.4516 0.8657 0.2249
C -0.4567 -4.7712 1.2446 -0.2597
C -1.5768 -5.0670 2.0014 -0.1704
C -2.4154 -4.0329 2.3867 -0.2750
C -2.0738 -2.7424 2.0144 0.0551
N -1.0145 -2.4573 1.2640 -0.4209
H 1.6874 -3.8700 -0.0203 0.1597
H 0.4490 -3.1946 -1.1033 0.2517
H 2.8999 -2.2260 -1.4127 0.1657
H 2.7563 -0.5183 -0.9439 0.2421
H 3.1221 -0.5406 -3.5204 0.2053
H 1.8012 0.1619 -5.5066 0.2093
H -0.6889 -0.0386 -5.4183 0.2155
H -1.7229 -0.9733 -3.3635 0.1938
H 3.0854 -2.1133 1.2515 0.1590
H 1.5078 -1.9216 2.0684 0.2274
H 4.4383 -0.1036 0.8391 0.2082
H 4.7226 2.3434 1.1825 0.2087
H 2.8119 3.6444 2.1453 0.2214
H 0.7073 2.4311 2.6779 0.2143
H 0.2229 -5.5567 0.9369 0.2098
H -1.8021 -6.0897 2.2774 0.2080
H -3.3139 -4.2269 2.9576 0.2133
H -2.6735 -1.8869 2.3132 0.2072
O -0.1639 3.8004 -1.3691 -0.9019
S 0.0682 2.3947 -2.1186 2.5750
O 0.5839 2.7824 -3.4103 -0.9988
O -1.2418 1.7522 -2.1670 -1.0381
O 1.0277 1.6522 -1.2794 -1.0664
O -2.3206 1.8183 1.4681 -0.6945
N -2.8128 3.0177 1.2495 0.0330
C -4.0743 3.2972 1.6207 0.0087
C -4.6512 4.5363 1.4696 -0.3270
C -3.8910 5.5784 0.8739 -0.2635
C -2.6066 5.3164 0.5011 -0.1891
C -2.0097 4.0412 0.6858 -0.2240
S -0.3705 3.7529 0.3963 0.4342
H -4.5971 2.4591 2.0579 0.2079
H -5.6647 4.6937 1.8109 0.2027
H -4.3271 6.5591 0.7294 0.1990
H -1.9913 6.0699 0.0269 0.2193



Entry 5:
60
Properties=species:S:1:pos:R:3:nbo_charge:R:1 method="wB97M-V/def2-TZVPD" charge=+1 largest_force_ev_per_a=1.82 multiplicity=1 e_homo_ev=-10.529 energy_ha=-3297.813152
Lu -0.9023 -0.4585 0.4660 1.9318
C -0.9681 4.0370 -0.1147 -0.6950
C -1.0122 2.7230 0.5847 0.2805
N -1.4740 1.6472 0.0935 -0.3989
N -1.9434 1.5563 -1.2046 -0.4186
C -2.6297 0.4311 -1.3340 0.6086
O -2.8510 -0.4111 -0.3592 -0.8184
C -3.1484 0.1046 -2.6805 -0.1674
C -3.7221 -1.1455 -2.8842 -0.1516
C -4.2149 -1.4873 -4.1348 -0.2153
C -4.1415 -0.5765 -5.1794 -0.1771
C -3.5691 0.6739 -4.9765 -0.2346
C -3.0700 1.0160 -3.7298 -0.1027
C -0.5720 2.5723 2.0124 0.1646
C -0.2321 3.6733 2.7721 -0.2263
C 0.0530 3.4981 4.1225 -0.1335
C -0.0183 2.2301 4.6582 -0.2344
C -0.3453 1.1752 3.8139 0.0664
N -0.6034 1.3253 2.5197 -0.4926
H -1.2183 3.9088 -1.1630 0.2692
H 0.0210 4.4913 -0.0214 0.2322
H -1.6806 4.7363 0.3313 0.2498
H -3.7795 -1.8416 -2.0590 0.2296
H -4.6612 -2.4599 -4.2961 0.2205
H -4.5357 -0.8383 -6.1533 0.2211
H -3.5188 1.3824 -5.7930 0.2200
H -2.6250 1.9867 -3.5593 0.2206
H -0.2121 4.6567 2.3243 0.2374
H 0.3105 4.3461 4.7438 0.2376
H 0.1729 2.0426 5.7056 0.2378
H -0.3946 0.1688 4.2080 0.2031
I 4.2915 -5.0448 -2.1617 0.1892
C 2.7477 -3.7084 -1.8237 -0.1981
C 1.5656 -4.1677 -1.2487 -0.2396
C 0.5350 -3.2593 -1.0682 -0.2286
I -1.1660 -3.6133 0.0792 0.3025
C 0.6543 -1.9387 -1.4816 0.3697
O -0.3436 -1.0827 -1.3303 -0.9014
C 1.8914 -1.4547 -1.8870 -0.1120
C 2.0137 0.0451 -1.8006 -0.2334
N 1.7192 0.4545 -0.3855 -0.6349
C 2.7530 -0.0261 0.5291 -0.2788
C 2.2511 -0.6123 1.8266 0.2540
C 3.1300 -0.6973 2.9009 -0.2383
C 2.7633 -1.3869 4.0383 -0.1219
C 1.5068 -1.9713 4.0878 -0.2561
C 0.6739 -1.8003 3.0054 0.0561
N 1.0217 -1.1413 1.8898 -0.5561
C 2.9298 -2.3514 -2.0935 -0.2096
H 1.4673 -5.1983 -0.9360 0.2439
H 1.2857 0.5404 -2.4398 0.2402
H 3.0161 0.3720 -2.0922 0.1958
H 1.6821 1.4649 -0.3388 0.3826
H 3.5115 0.7302 0.7472 0.2119
H 3.2866 -0.8449 0.0395 0.2419
H 4.1074 -0.2382 2.8201 0.2350
H 3.4479 -1.4755 4.8723 0.2388
H 1.1686 -2.5351 4.9460 0.2434
H -0.3227 -2.2313 3.0175 0.2076
H 3.8973 -1.9918 -2.4254 0.2320